1.
This record from OMol25 describes a structure of composition C29H45GeInN11S3. The level of theory is ωB97M-V with the def2-TZVPD basis set.

## Properties
Orbital gap in eV: 8.10
HOMO in eV: -10.50
LUMO in eV: -2.40
Net charge: +1
2S+1: 1
Energy in hartree: -5195.8326

Element x y z (Å)
In: -0.212 0.472 -0.194
C: -2.491 -0.623 3.921
C: -1.902 0.002 2.696
N: -1.625 -0.626 1.623
N: -1.838 -1.912 1.393
C: -1.859 -2.310 -0.038
N: -2.971 -3.224 -0.140
S: -2.116 -0.812 -1.103
C: -1.665 1.465 2.589
C: -1.817 2.299 3.690
C: -1.728 3.671 3.533
C: -1.510 4.187 2.268
C: -1.324 3.293 1.231
N: -1.367 1.969 1.370
H: -3.117 -1.478 3.662
H: -1.705 -0.982 4.590
H: -3.121 0.071 4.472
H: -2.501 -2.412 1.974
H: -2.930 -3.742 -1.010
H: -3.847 -2.713 -0.125
H: -2.009 1.873 4.663
H: -1.847 4.327 4.386
H: -1.470 5.250 2.082
H: -1.132 3.659 0.232
S: 3.056 0.485 3.051
C: 2.381 -1.076 2.989
C: 1.432 -1.185 2.021
C: 1.259 0.014 1.265
C: 2.084 1.001 1.723
C: 2.163 2.373 1.217
C: 3.055 3.303 1.763
C: 3.065 4.597 1.295
C: 2.172 4.951 0.288
C: 1.333 3.972 -0.197
N: 1.318 2.706 0.234
H: 2.707 -1.835 3.683
H: 0.875 -2.096 1.861
H: 3.729 3.005 2.553
H: 3.750 5.324 1.711
H: 2.129 5.953 -0.112
H: 0.625 4.227 -0.980
C: -0.192 0.191 -3.500
N: -0.120 0.730 -4.844
C: 1.214 1.273 -5.083
N: 1.537 2.328 -4.120
C: 1.462 1.763 -2.786
N: 0.096 1.243 -2.463
C: -0.890 2.339 -2.668
N: -0.824 2.893 -4.006
C: -1.094 1.815 -4.967
C: 0.535 3.388 -4.243
H: 0.539 -0.609 -3.366
H: -1.183 -0.212 -3.323
H: 1.259 1.680 -6.094
H: 1.950 0.472 -4.993
H: 1.740 2.511 -2.054
H: 2.149 0.923 -2.689
H: -0.696 3.130 -1.938
H: -1.890 1.935 -2.487
H: -1.051 2.226 -5.976
H: -2.096 1.422 -4.791
H: 0.760 4.179 -3.523
H: 0.585 3.814 -5.246
C: 1.693 -5.066 0.020
Ge: -0.211 -4.780 0.366
C: -1.260 -6.151 -0.541
C: -0.569 -4.819 2.280
C: -0.569 -3.011 -0.433
H: 2.012 -6.069 0.303
H: 2.283 -4.336 0.577
H: 1.890 -4.921 -1.044
H: -0.870 -7.140 -0.301
H: -1.216 -6.025 -1.624
H: -2.302 -6.115 -0.225
H: -0.470 -5.842 2.644
H: -1.585 -4.484 2.484
H: 0.130 -4.192 2.834
H: -0.526 -3.121 -1.519
H: 0.285 -2.384 -0.172
C: 5.797 -1.167 -3.999
N: 4.698 -0.826 -3.119
C: 4.110 -1.666 -2.255
N: 4.567 -2.928 -2.222
S: 2.858 -1.175 -1.232
H: 5.979 -0.330 -4.667
H: 5.547 -2.032 -4.616
H: 6.718 -1.369 -3.445
H: 4.406 0.132 -3.046
H: 5.382 -3.229 -2.728
H: 4.143 -3.558 -1.564



2.
This record from OMol25 describes a structure of composition C29H45MnN4O5PS. The level of theory is ωB97M-V with the def2-TZVPD basis set.

## Properties
Orbital gap (spin up / spin down) in eV: 7.48 / 7.37
HOMO (spin up / spin down) in eV: -7.40 / -7.30
LUMO (spin up / spin down) in eV: 0.07 / 0.07
2S+1: 2
Energy in hartree: -3617.8274

Element x y z (Å)
Mn: -0.919 1.917 0.421
N: 1.173 1.069 4.243
C: 0.574 1.515 3.099
S: -1.055 1.065 2.819
N: 1.370 2.255 2.347
N: 0.737 2.721 1.212
C: 1.333 3.681 0.633
C: 0.628 4.438 -0.425
C: 1.261 5.488 -1.061
C: 0.543 6.268 -1.955
C: -0.788 5.973 -2.166
C: -1.336 4.894 -1.486
N: -0.650 4.130 -0.641
H: 0.561 0.778 4.986
H: 2.026 1.534 4.508
H: 2.303 4.010 0.999
H: 2.303 5.687 -0.847
H: 1.018 7.092 -2.471
H: -1.399 6.550 -2.846
H: -2.375 4.635 -1.648
O: -4.654 3.585 1.642
C: -3.547 2.948 1.270
O: -2.433 3.381 1.401
C: -3.811 1.569 0.702
O: -2.735 1.157 -0.129
C: -2.791 1.722 -1.469
C: -1.420 1.764 -2.190
O: -1.510 1.999 -3.379
O: -0.355 1.587 -1.479
H: -4.379 4.414 2.067
H: -3.838 0.873 1.541
H: -4.757 1.529 0.165
H: -3.464 1.147 -2.100
H: -3.170 2.744 -1.414
C: 0.565 -4.039 3.326
C: -0.794 -3.351 3.199
C: -0.966 -2.754 1.792
C: 0.370 -2.222 1.228
C: 1.255 -1.781 2.401
C: 1.711 -3.013 3.189
P: 0.129 -0.868 0.005
C: -0.838 -1.667 -1.380
C: -2.323 -1.952 -1.114
C: -3.074 -2.021 -2.454
C: -2.222 -2.695 -3.548
C: -1.233 -3.672 -2.921
C: -0.229 -2.938 -2.008
C: 1.787 -0.715 -0.868
C: 2.719 -1.955 -0.997
C: 3.963 -1.857 -0.115
C: 4.833 -0.655 -0.513
C: 3.971 0.537 -0.966
C: 2.578 0.494 -0.340
H: 0.646 -4.797 2.540
H: 0.641 -4.571 4.275
H: -0.871 -2.559 3.951
H: -1.604 -4.054 3.405
H: -1.708 -1.950 1.828
H: -1.358 -3.524 1.124
H: 0.883 -3.047 0.725
H: 0.670 -1.123 3.043
H: 2.113 -1.190 2.077
H: 2.062 -2.703 4.177
H: 2.564 -3.478 2.685
H: -0.797 -0.876 -2.138
H: -2.774 -1.210 -0.456
H: -2.415 -2.912 -0.602
H: -3.339 -1.012 -2.782
H: -4.013 -2.566 -2.319
H: -1.669 -1.937 -4.110
H: -2.864 -3.204 -4.270
H: -0.692 -4.222 -3.694
H: -1.787 -4.420 -2.345
H: 0.656 -2.671 -2.588
H: 0.099 -3.625 -1.224
H: 1.460 -0.436 -1.875
H: 3.051 -2.028 -2.039
H: 2.199 -2.888 -0.795
H: 4.542 -2.780 -0.191
H: 3.665 -1.771 0.932
H: 5.512 -0.947 -1.318
H: 5.462 -0.363 0.331
H: 3.858 0.526 -2.055
H: 4.468 1.478 -0.718
H: 2.025 1.399 -0.591
H: 2.665 0.470 0.752



3.
This record from OMol25 describes a structure of composition C29H45N13O3SeTi. The level of theory is ωB97M-V with the def2-TZVPD basis set.

## Properties
Orbital gap in eV: 6.12
HOMO in eV: -12.19
LUMO in eV: -6.06
Net charge: +2
2S+1: 1
Energy in hartree: -5320.1141

Element x y z (Å)
Ti: 1.168 -0.973 0.514
Se: 8.656 -1.868 0.836
N: 7.629 -0.746 -0.066
C: 6.396 -1.087 0.189
C: 5.238 -0.377 -0.350
C: 5.364 0.790 -1.113
C: 4.232 1.459 -1.488
C: 2.993 0.926 -1.146
N: 2.857 -0.223 -0.497
C: 3.971 -0.842 -0.039
C: 3.789 -1.979 0.880
N: 2.527 -2.301 1.224
C: 2.319 -3.269 2.111
C: 3.350 -4.018 2.656
C: 4.639 -3.708 2.311
C: 4.872 -2.652 1.425
C: 6.216 -2.206 1.071
N: 7.300 -2.766 1.529
H: 6.355 1.156 -1.358
H: 4.283 2.396 -2.026
H: 2.079 1.437 -1.406
H: 1.296 -3.434 2.412
H: 3.128 -4.810 3.360
H: 5.483 -4.243 2.731
N: -0.946 -1.131 0.340
C: -1.730 -2.395 0.352
C: -0.878 -3.621 0.046
C: -0.083 -3.479 -1.245
N: 1.045 -2.502 -1.116
H: -1.237 -0.520 1.137
H: -1.226 -0.539 -0.470
H: -2.533 -2.323 -0.382
H: -2.190 -2.512 1.330
H: -1.530 -4.492 -0.026
H: -0.183 -3.808 0.871
H: -0.748 -3.138 -2.040
H: 0.314 -4.446 -1.544
H: 1.036 -1.858 -1.911
H: 1.925 -3.001 -1.155
C: -0.982 4.139 2.924
N: -1.000 2.847 3.580
C: -1.063 2.805 5.042
C: -1.416 1.349 5.351
N: -1.793 0.829 4.047
C: -2.115 -0.559 3.854
C: -1.396 1.654 3.023
N: -1.440 1.255 1.809
C: -0.861 1.980 0.702
C: -1.950 2.294 -0.331
N: -2.218 1.172 -1.229
C: -3.258 1.219 -1.989
N: -4.146 2.241 -2.235
C: -3.883 3.669 -2.117
C: -5.277 1.794 -3.051
C: -4.878 0.384 -3.492
N: -3.704 0.111 -2.682
C: -2.932 -1.074 -2.919
H: -1.266 4.897 3.653
H: -1.709 4.178 2.113
H: 0.005 4.401 2.537
H: -1.826 3.495 5.408
H: -0.107 3.097 5.475
H: -2.241 1.261 6.056
H: -0.558 0.806 5.759
H: -2.631 -0.922 4.741
H: -1.222 -1.176 3.687
H: -2.784 -0.662 3.000
H: -0.069 1.334 0.260
H: -0.326 2.894 0.958
H: -1.656 3.212 -0.859
H: -2.845 2.520 0.251
H: -3.944 4.030 -1.092
H: -4.638 4.193 -2.697
H: -2.909 3.938 -2.528
H: -5.428 2.462 -3.898
H: -6.195 1.783 -2.462
H: -4.638 0.324 -4.560
H: -5.667 -0.341 -3.288
H: -2.763 -1.210 -3.995
H: -3.444 -1.970 -2.550
H: -1.968 -0.974 -2.423
C: 1.064 -0.438 -4.527
C: 0.518 0.352 -3.366
N: 0.054 1.579 -3.634
O: 0.488 -0.079 -2.207
H: 2.073 -0.087 -4.756
H: 0.453 -0.312 -5.421
H: 1.115 -1.493 -4.274
H: 0.067 1.965 -4.561
H: -0.383 2.101 -2.887
O: 0.784 -0.513 2.241
O: 1.737 0.349 1.613



4.
This record from OMol25 describes a structure of composition C29H45NO7RhSi2. The level of theory is ωB97M-V with the def2-TZVPD basis set.

## Properties
Orbital gap (spin up / spin down) in eV: 7.62 / 5.33
HOMO (spin up / spin down) in eV: -10.45 / -11.56
LUMO (spin up / spin down) in eV: -2.83 / -6.23
Net charge: +1
2S+1: 5
Energy in hartree: -2402.7565

Element x y z (Å)
Rh: -1.465 -0.551 -0.370
O: -4.223 -2.470 2.643
C: -3.384 -2.111 1.696
O: -2.606 -1.185 1.787
C: -3.502 -2.968 0.439
O: -2.304 -2.962 -0.303
C: -1.280 -3.808 0.225
C: -0.079 -2.987 0.716
O: 0.365 -3.060 1.825
O: 0.385 -2.188 -0.235
H: -4.186 -1.892 3.424
H: -3.826 -3.982 0.697
H: -4.259 -2.512 -0.210
H: -1.645 -4.447 1.034
H: -0.925 -4.431 -0.607
O: -1.804 0.686 -2.895
N: -1.920 -0.270 -2.174
C: 1.674 3.414 -0.402
C: 0.241 3.876 -0.520
C: 0.080 5.316 -0.106
C: -0.361 3.599 -1.875
Si: -0.813 2.662 0.772
O: -0.525 1.217 0.245
C: -2.651 3.111 0.619
C: -3.512 2.092 0.225
C: -4.876 2.300 0.147
C: -5.404 3.546 0.458
C: -4.561 4.564 0.871
C: -3.197 4.346 0.953
C: -0.111 2.878 2.524
C: -0.196 4.049 3.269
C: 0.229 4.078 4.588
C: 0.752 2.937 5.174
C: 0.839 1.764 4.442
C: 0.415 1.739 3.126
H: 2.294 4.007 -1.076
H: 1.771 2.371 -0.683
H: 2.056 3.544 0.608
H: 0.660 5.948 -0.781
H: 0.458 5.491 0.897
H: -0.954 5.642 -0.174
H: 0.224 4.115 -2.638
H: -1.385 3.959 -1.940
H: -0.354 2.540 -2.113
H: -3.091 1.101 -0.017
H: -5.527 1.497 -0.166
H: -6.467 3.722 0.372
H: -4.964 5.535 1.124
H: -2.560 5.149 1.292
H: -0.607 4.949 2.838
H: 0.150 4.992 5.158
H: 1.089 2.960 6.200
H: 1.236 0.865 4.891
H: 0.470 0.825 2.555
C: 1.847 -0.340 -1.588
Si: 1.792 -2.200 -1.200
C: 3.279 -2.822 -0.110
C: 3.054 -4.222 0.471
C: 4.564 -2.850 -0.942
C: 3.462 -1.827 1.042
C: 1.377 -3.164 -2.835
C: 1.390 -4.690 -2.704
C: -0.004 -2.720 -3.334
C: 2.413 -2.761 -3.887
H: 2.861 0.042 -1.620
H: 1.290 0.198 -0.820
H: 1.389 -0.104 -2.544
H: 2.936 -4.968 -0.311
H: 2.185 -4.253 1.122
H: 3.919 -4.507 1.069
H: 4.521 -3.616 -1.712
H: 5.415 -3.081 -0.303
H: 4.752 -1.888 -1.411
H: 2.565 -1.766 1.652
H: 3.699 -0.835 0.668
H: 4.282 -2.150 1.681
H: 0.657 -5.040 -1.977
H: 2.370 -5.050 -2.401
H: 1.156 -5.145 -3.666
H: -0.781 -2.881 -2.590
H: -0.265 -3.271 -4.236
H: -0.002 -1.663 -3.581
H: 3.408 -3.090 -3.611
H: 2.433 -1.685 -4.022
H: 2.172 -3.210 -4.846



5.
This record from OMol25 describes a structure of composition C29H46BrN3P2Pb. The level of theory is ωB97M-V with the def2-TZVPD basis set.

## Properties
Orbital gap (spin up / spin down) in eV: 5.84 / 5.10
HOMO (spin up / spin down) in eV: -13.18 / -12.86
LUMO (spin up / spin down) in eV: -7.34 / -7.76
Net charge: +2
2S+1: 1
Energy in hartree: -4745.7700

Element x y z (Å)
N: 6.091 -5.508 2.651
C: 5.022 -6.087 2.103
C: 4.322 -5.516 1.026
C: 4.700 -4.233 0.563
C: 5.938 -3.749 1.041
C: 6.541 -4.364 2.143
C: 3.785 -3.373 -0.238
Pb: 4.138 -2.145 -2.169
P: 2.231 -0.361 -4.079
C: 3.949 -1.914 -0.021
C: 2.960 -0.902 0.400
C: 3.259 0.414 0.007
C: 2.459 1.477 0.275
C: 1.132 1.313 0.911
C: 1.101 0.016 1.628
C: 1.856 -1.069 1.282
Br: -0.226 1.394 -0.476
H: 2.790 -3.778 -0.431
H: 4.974 -1.612 0.255
H: 3.483 -6.054 0.594
H: 6.427 -2.871 0.637
H: 4.707 -7.043 2.534
H: 7.423 -3.929 2.616
H: 4.180 0.546 -0.586
H: 1.643 -2.068 1.678
H: 2.694 2.442 -0.158
H: 0.296 -0.110 2.348
P: 0.712 2.807 2.098
C: 1.267 -1.528 -3.006
C: 1.218 -2.859 -3.776
H: 0.264 -1.105 -2.836
H: 1.715 -1.633 -1.998
H: 1.042 -3.709 -3.101
H: 0.403 -2.836 -4.518
H: 2.154 -3.046 -4.335
C: 2.829 0.960 -2.964
C: 3.173 2.288 -3.656
H: 3.744 0.578 -2.486
H: 2.057 1.098 -2.192
H: 3.897 2.842 -3.041
H: 3.625 2.119 -4.644
H: 2.286 2.927 -3.771
C: 0.779 0.683 -4.750
C: 0.650 0.833 -6.260
H: 0.876 1.687 -4.315
H: -0.149 0.261 -4.342
H: -0.226 1.447 -6.503
H: 1.513 1.328 -6.711
H: 0.514 -0.128 -6.763
C: -0.956 3.283 2.673
C: -0.951 4.576 3.535
H: -1.371 2.451 3.258
H: -1.578 3.432 1.779
H: -0.328 4.480 4.442
H: -0.601 5.460 2.978
H: -1.970 4.790 3.858
C: 1.187 4.270 1.132
C: 2.658 4.594 1.291
H: 0.570 5.107 1.482
H: 0.885 4.089 0.090
H: 2.908 4.746 2.347
H: 3.306 3.807 0.900
H: 2.880 5.513 0.741
C: 1.644 2.576 3.641
C: 0.984 1.638 4.663
H: 1.782 3.584 4.063
H: 2.640 2.194 3.372
H: 1.579 1.643 5.587
H: -0.041 1.942 4.924
H: 0.958 0.603 4.293
C: -1.161 -2.905 0.289
C: -1.896 -1.929 1.110
N: -1.455 -0.945 1.874
C: -2.545 -0.269 2.376
C: -3.690 -0.928 1.975
N: -3.256 -1.960 1.172
H: -1.141 -3.886 0.786
H: -1.673 -3.010 -0.679
H: -0.133 -2.570 0.114
H: -2.450 0.625 2.968
H: -4.712 -0.742 2.219
H: -3.825 -2.630 0.654